Formula: C29H36N8O7S3Sc
Source: the OMol25 dataset
Level of theory: ωB97M-V/def2-TZVPD

Structure (ORCA input):
```
! wB97M-V def2-TZVPD RIJCOSX def2/J DEFGRID3
* xyz -1 1
Sc -16.76 -8.49 16.98
O -19.17 -5.26 15.29
C -20.30 -6.00 15.00
C -21.32 -5.25 14.35
C -22.51 -5.91 14.19
C -22.80 -7.14 14.76
C -21.77 -7.92 15.29
C -20.47 -7.35 15.39
C -19.42 -7.97 16.23
O -18.30 -7.29 16.46
N -19.73 -9.06 16.90
N -18.60 -9.72 17.31
C -18.42 -11.06 17.39
S -16.69 -11.45 17.39
C -16.92 -12.51 15.97
C -18.15 -13.34 16.26
S -19.50 -12.49 17.14
H -18.57 -5.95 15.68
H -20.96 -4.29 14.05
H -23.31 -5.41 13.65
H -23.80 -7.51 14.74
H -21.96 -8.90 15.76
H -16.05 -13.19 15.95
H -16.86 -11.83 15.12
H -17.82 -14.18 16.87
H -18.66 -13.75 15.37
O -14.50 -5.83 18.73
C -14.91 -6.92 18.28
O -16.08 -7.53 18.47
C -14.06 -7.85 17.24
O -12.95 -8.29 17.43
O -14.80 -8.13 16.10
C -7.13 -5.20 14.80
C -7.74 -6.02 15.92
C -9.19 -6.41 15.82
N -9.57 -7.57 16.62
C -9.53 -8.85 16.33
S -10.12 -9.92 17.55
N -8.69 -9.41 15.47
C -7.85 -9.03 14.34
O -7.97 -8.05 13.62
C -6.59 -9.73 14.27
C -5.61 -9.37 13.30
C -4.39 -9.93 13.28
C -4.03 -10.99 14.12
C -5.05 -11.43 14.93
C -6.30 -10.88 15.01
H -6.09 -4.98 15.15
H -7.76 -4.32 14.60
H -7.06 -5.81 13.91
H -7.53 -5.45 16.84
H -7.22 -6.98 16.09
H -9.32 -6.77 14.74
H -9.97 -5.66 16.01
H -10.14 -7.40 17.47
H -8.46 -10.37 15.76
H -5.89 -8.75 12.47
H -3.64 -9.47 12.63
H -3.01 -11.41 14.19
H -4.86 -12.21 15.69
H -7.00 -11.36 15.73
H -11.32 -10.47 16.82
C -14.50 -1.73 11.26
N -14.13 -3.22 11.13
C -14.36 -3.61 9.73
N -13.61 -2.84 8.70
C -13.99 -1.46 8.93
N -13.73 -0.97 10.32
C -12.29 -1.22 10.59
N -11.83 -2.61 10.40
C -12.69 -3.41 11.34
C -12.25 -3.04 9.03
H -14.18 -1.40 12.24
H -15.58 -1.62 11.05
H -15.42 -3.49 9.51
H -14.15 -4.70 9.57
H -15.05 -1.50 8.66
H -13.54 -0.77 8.23
H -12.19 -0.95 11.67
H -11.74 -0.50 9.97
H -12.37 -3.02 12.29
H -12.50 -4.48 11.15
H -12.01 -4.14 8.89
H -11.60 -2.61 8.32
*
```

ΔE to the lowest compared entry with this formula, charge and spin: 0.000 eV
orbital gap (spin up / spin down): 5.2 / 4.9 eV
calculated total energy: -110116.31842 eV

Atom charges from the Mulliken analysis, given in e for atoms 1 to 8: 1.022 -0.680 0.484 -0.670 -0.265 -0.655 -0.385 -0.169



Formula: C29H37As2CrN4O2S2
Source: the OMol25 dataset
Level of theory: ωB97M-V/def2-TZVPD

Structure (ORCA input):
```
! wB97M-V def2-TZVPD RIJCOSX def2/J DEFGRID3
* xyz 2 4
Cr -0.37 -0.09 -0.42
N 1.67 -0.34 0.46
N 1.40 -0.77 1.78
C 0.10 -1.23 2.11
O -0.06 -1.86 3.12
O -0.82 -0.84 1.26
H 2.21 -1.04 -0.05
H 2.23 0.50 0.51
H 2.15 -1.22 2.29
C 0.38 2.20 2.56
As -0.65 2.01 0.92
C -0.61 3.85 0.26
C -2.49 1.87 1.52
C -2.93 2.54 2.65
C -4.26 2.45 3.05
C -5.15 1.69 2.31
C -4.72 1.02 1.17
C -3.39 1.10 0.78
As -2.76 0.27 -0.85
C -3.36 1.63 -2.14
C -3.98 -1.22 -1.12
H 0.15 1.39 3.24
H 0.13 3.16 3.01
H 1.44 2.20 2.33
H -1.11 4.48 1.00
H -1.14 3.93 -0.69
H 0.41 4.18 0.13
H -2.24 3.13 3.24
H -4.59 2.97 3.94
H -6.18 1.61 2.62
H -5.42 0.43 0.60
H -4.13 1.23 -2.79
H -2.53 1.98 -2.75
H -3.77 2.46 -1.57
H -4.97 -0.85 -1.35
H -4.00 -1.80 -0.20
H -3.63 -1.86 -1.93
S -0.06 -2.32 -1.22
C 0.37 -2.17 -2.85
N 0.92 -3.15 -3.54
C 1.16 -2.97 -4.97
C 0.03 -2.15 -5.55
N -0.05 -0.87 -4.84
C -0.55 0.29 -5.61
C -1.85 -0.10 -6.29
C -2.95 -0.42 -5.51
C -4.13 -0.86 -6.11
C -4.19 -0.99 -7.49
C -3.09 -0.66 -8.27
C -1.92 -0.21 -7.67
C 0.11 -0.87 -3.54
S 0.15 0.56 -2.62
C 1.50 -4.34 -2.92
C 2.99 -4.37 -3.18
C 3.78 -3.34 -2.66
C 5.15 -3.32 -2.90
C 5.73 -4.34 -3.65
C 4.95 -5.36 -4.16
C 3.58 -5.38 -3.93
H 1.20 -3.95 -5.44
H 2.12 -2.47 -5.13
H -0.92 -2.68 -5.46
H 0.20 -1.96 -6.61
H 0.20 0.57 -6.34
H -0.69 1.11 -4.91
H -2.89 -0.34 -4.43
H -4.99 -1.09 -5.50
H -5.10 -1.36 -7.95
H -3.15 -0.76 -9.35
H -1.08 0.06 -8.29
H 1.02 -5.23 -3.34
H 1.29 -4.32 -1.85
H 3.32 -2.55 -2.08
H 5.76 -2.53 -2.49
H 6.80 -4.33 -3.83
H 5.41 -6.15 -4.74
H 2.98 -6.18 -4.32
*
```

ΔE to the lowest compared entry with this formula, charge and spin: 0.580 eV
orbital gap (spin up / spin down): 7.1 / 7.1 eV
calculated total energy: -212486.66970 eV
<S²>: 3.815

Atom charges from the Mulliken analysis, given in e for atoms 1 to 8: 0.374 -0.311 -0.126 0.542 -0.606 -0.603 0.180 0.341



Formula: C29H37BO3
Source: the OMol25 dataset
Level of theory: ωB97M-V/def2-TZVPD

Structure (ORCA input):
```
! wB97M-V def2-TZVPD RIJCOSX def2/J DEFGRID3
* xyz 0 1
C -2.92 -3.72 -0.11
O -2.14 -2.58 -0.43
C -1.13 -1.99 0.39
C -1.08 -2.21 1.91
C -1.02 -1.10 2.78
C -0.49 -1.25 4.06
C -0.03 -2.50 4.48
C 0.58 -2.62 5.84
C -0.17 -3.62 3.65
C -0.65 -3.46 2.35
H -2.50 -4.50 -0.76
H -2.85 -4.01 0.95
H -3.96 -3.50 -0.38
H -1.51 -0.94 0.32
H -1.23 -0.09 2.41
H -0.38 -0.39 4.72
H 0.75 -3.67 6.08
H 1.53 -2.09 5.90
H -0.09 -2.18 6.57
H 0.14 -4.61 3.98
H -0.57 -4.26 1.61
C -1.59 3.76 -2.59
C -1.32 3.33 -1.15
C -2.42 3.80 -0.22
C -1.05 1.79 -1.16
C -1.17 1.12 0.19
C -1.86 0.92 -2.10
O 0.34 1.74 -1.54
B 0.83 2.85 -0.86
C 2.26 2.75 -0.28
C 3.30 3.48 -0.88
C 4.60 3.39 -0.36
C 4.89 2.53 0.70
C 3.87 1.73 1.24
C 2.55 1.88 0.78
C 0.16 -2.10 -0.25
C 1.22 -1.33 0.49
C 0.20 -1.73 -1.76
C -0.53 -2.46 -2.71
C -0.60 -2.04 -4.04
C 0.20 -0.96 -4.48
C 1.04 -0.32 -3.57
C 1.10 -0.76 -2.25
O -0.07 3.89 -0.69
H -2.62 3.52 -2.88
H -1.45 4.84 -2.67
H -0.89 3.26 -3.28
H -3.41 3.47 -0.56
H -2.26 3.42 0.80
H -2.41 4.89 -0.19
H -2.22 0.96 0.46
H -0.67 0.16 -0.02
H -0.60 1.59 1.02
H -2.91 0.95 -1.78
H -1.78 1.22 -3.15
H -1.55 -0.13 -2.03
H 3.08 4.11 -1.73
H 5.39 4.01 -0.79
H 5.90 2.46 1.11
H 4.08 1.01 2.03
H 1.75 1.33 1.28
H 0.44 -3.18 -0.25
H 1.35 -1.70 1.51
H 2.15 -1.51 -0.05
H 1.04 -0.24 0.52
H -1.05 -3.37 -2.39
H -1.24 -2.58 -4.74
H 0.09 -0.58 -5.50
H 1.67 0.50 -3.89
H 1.91 -0.36 -1.64
*
```

ΔE to the lowest compared entry with this formula, charge and spin: 0.000 eV
orbital gap: 9.2 eV
SMILES: CO[C@@H](c1ccc(C)cc1)[C@H](C)c1ccccc1.CC1(C)OB(c2ccccc2)OC1(C)C
calculated total energy: -37493.09635 eV

Atom charges from the natural (NBO) analysis, given in e for atoms 1 to 8: -0.246 -0.569 0.036 0.026 -0.210 -0.220 -0.001 -0.632